Entry A
# H4O2

2 unconnected molecules or ions with the total composition H4O2 (the ωB97M-V functional and the def2-TZVPD basis, the OMol25 dataset).

XYZ file:
```
6
H4O2 the ωB97M-V functional and the def2-TZVPD basis
O -1.474 -0.075 0.020
O 1.267 -0.060 -0.055
H -1.242 0.825 -0.192
H -0.521 -0.385 0.091
H 1.225 0.893 0.240
H 2.196 -0.248 0.142
```

Properties
HOMO level = -10.89 eV
2S+1 = 1
charge = 0
LUMO energy = 0.418 eV
HOMO-LUMO gap = 11.3 eV

Just the natural (NBO) charges please, in e? Sure, here they are: number 1, O, carries -0.95; number 2, O, carries -0.95; number 3, H, carries 0.45; number 4, H, carries 0.49; number 5, H, carries 0.47; number 6, H, carries 0.49



Entry B
# H4O2

2 unconnected molecules or ions with the total composition H4O2 (the ωB97M-V functional and the def2-TZVPD basis, the OMol25 dataset).

XYZ file:
```
6
H4O2 the ωB97M-V functional and the def2-TZVPD basis
O -0.156 -1.230 -0.078
O 0.369 1.461 -0.607
H 0.459 -1.675 0.548
H -1.052 -1.524 0.203
H 0.209 0.706 0.003
H 0.172 2.261 -0.069
```

Properties
HOMO level = -10.84 eV
2S+1 = 1
charge = 0
LUMO energy = 0.656 eV
HOMO-LUMO gap = 11.5 eV

Just the natural (NBO) charges please, in e? Sure, here they are: number 1, O, carries -0.95; number 2, O, carries -0.96; number 3, H, carries 0.48; number 4, H, carries 0.48; number 5, H, carries 0.49; number 6, H, carries 0.46



Entry C
# H4O2

2 unconnected molecules or ions with the total composition H4O2 (the ωB97M-V functional and the def2-TZVPD basis, the OMol25 dataset).

XYZ file:
```
6
H4O2 the ωB97M-V functional and the def2-TZVPD basis
O 0.305 1.267 0.054
O -0.432 -1.643 -0.461
H 0.390 -1.244 -0.693
H 0.453 0.521 0.657
H -0.951 -0.876 -0.249
H 0.235 1.975 0.693
```

Properties
HOMO level = -11.64 eV
2S+1 = 1
charge = 0
LUMO energy = 0.671 eV
HOMO-LUMO gap = 12.3 eV

Just the natural (NBO) charges please, in e? Sure, here they are: number 1, O, carries -0.94; number 2, O, carries -0.93; number 3, H, carries 0.46; number 4, H, carries 0.46; number 5, H, carries 0.47; number 6, H, carries 0.47



Entry D
# H4O2

A molecular structure, H4O2 (the ωB97M-V functional and the def2-TZVPD basis, the OMol25 dataset).

XYZ file:
```
6
H4O2 the ωB97M-V functional and the def2-TZVPD basis
O -1.352 0.048 -0.147
O 1.521 -0.142 -0.011
H 0.528 0.147 0.710
H 1.482 1.018 -0.283
H -1.700 0.540 0.685
H -1.663 -0.949 0.150
```

Properties
HOMO level = -10.52 eV
2S+1 = 1
charge = 0
LUMO energy = 0.282 eV
HOMO-LUMO gap = 10.8 eV

Just the natural (NBO) charges please, in e? Sure, here they are: number 1, O, carries -0.93; number 2, O, carries -0.93; number 3, H, carries 0.46; number 4, H, carries 0.45; number 5, H, carries 0.47; number 6, H, carries 0.48



On energetic grounds, entry B is preferred over the next structure by 1.2 kcal/mol.



Entry A
# H4O2

2 unconnected molecules or ions with the total composition H4O2 (the ωB97M-V functional and the def2-TZVPD basis, the OMol25 dataset).

XYZ file:
```
6
H4O2 the ωB97M-V functional and the def2-TZVPD basis
O 1.950 0.115 0.023
O -1.976 -0.050 -0.086
H 1.101 -0.217 0.325
H -1.467 -0.548 0.610
H 2.325 -0.666 -0.472
H -1.750 0.911 0.040
```

Properties
HOMO level = -11.69 eV
2S+1 = 1
charge = 0
LUMO energy = 0.531 eV
HOMO-LUMO gap = 12.2 eV

Just the natural (NBO) charges please, in e? Sure, here they are: number 1, O, carries -0.93; number 2, O, carries -0.94; number 3, H, carries 0.46; number 4, H, carries 0.47; number 5, H, carries 0.47; number 6, H, carries 0.48



Entry B
# H4O2

2 unconnected molecules or ions with the total composition H4O2 (the ωB97M-V functional and the def2-TZVPD basis, the OMol25 dataset).

XYZ file:
```
6
H4O2 the ωB97M-V functional and the def2-TZVPD basis
O 1.513 -0.107 -0.020
O -1.596 -0.023 -0.012
H -1.224 0.837 0.100
H -0.929 -0.718 -0.073
H 1.272 0.271 0.807
H 1.544 0.654 -0.572
```

Properties
HOMO level = -11.46 eV
2S+1 = 1
charge = 0
LUMO energy = 0.616 eV
HOMO-LUMO gap = 12.1 eV

Just the natural (NBO) charges please, in e? Sure, here they are: number 1, O, carries -0.93; number 2, O, carries -0.96; number 3, H, carries 0.47; number 4, H, carries 0.49; number 5, H, carries 0.46; number 6, H, carries 0.47



On energetic grounds, entry B is preferred over the next structure by 1.7 kcal/mol.



Entry A
# H4O2

2 unconnected molecules or ions with the total composition H4O2 (the ωB97M-V functional and the def2-TZVPD basis, the OMol25 dataset).

XYZ file:
```
6
H4O2 the ωB97M-V functional and the def2-TZVPD basis
O 1.594 0.155 -0.002
O -1.353 0.022 -0.135
H -1.865 -0.477 0.419
H 0.809 -0.418 -0.131
H 2.451 -0.245 -0.213
H -1.636 0.963 0.062
```

Properties
HOMO level = -10.97 eV
2S+1 = 1
charge = 0
LUMO energy = 0.861 eV
HOMO-LUMO gap = 11.8 eV

Just the natural (NBO) charges please, in e? Sure, here they are: number 1, O, carries -0.98; number 2, O, carries -0.94; number 3, H, carries 0.46; number 4, H, carries 0.50; number 5, H, carries 0.47; number 6, H, carries 0.48



Entry B
# H4O2

2 unconnected molecules or ions with the total composition H4O2 (the ωB97M-V functional and the def2-TZVPD basis, the OMol25 dataset).

XYZ file:
```
6
H4O2 the ωB97M-V functional and the def2-TZVPD basis
O -1.768 0.918 -0.847
O 1.837 -0.913 0.767
H -2.445 0.695 -0.221
H 2.159 -0.061 0.506
H -1.205 0.179 -0.615
H 0.939 -0.849 0.972
```

Properties
HOMO level = -11.87 eV
2S+1 = 1
charge = 0
LUMO energy = 0.476 eV
HOMO-LUMO gap = 12.3 eV

Just the natural (NBO) charges please, in e? Sure, here they are: number 1, O, carries -0.91; number 2, O, carries -0.93; number 3, H, carries 0.46; number 4, H, carries 0.47; number 5, H, carries 0.46; number 6, H, carries 0.46



On energetic grounds, entry A is preferred over the next structure by 1.7 kcal/mol.